No. 1
The following is a quantum chemistry calculation of C36H21B6FeN3O48 as an isolated structure at a distorted geometry, from the Open Molecules 2025 dataset.

The geometry in XYZ format:
```
115
C36H21B6FeN3O48 the ωB97M-V functional and the def2-TZVPD basis
Fe 6.93018 31.49882 -28.14301
O 10.91598 35.82715 -33.58391
C 9.83924 35.26412 -33.39080
O 8.96210 35.56455 -32.46171
B 7.90109 34.56758 -32.50171
O 8.01780 33.90966 -33.80500
C 9.20265 34.22356 -34.32281
O 9.70037 33.73792 -35.30164
O 6.55232 35.17380 -32.28183
C 5.84914 34.55351 -31.34079
O 4.64292 34.69145 -31.01654
C 6.80379 33.51716 -30.72430
O 7.96311 33.61560 -31.33701
O 6.66245 32.62435 -29.84497
O 6.51681 32.48397 -36.71625
C 6.73796 31.63982 -35.84014
O 5.93651 31.26963 -34.81809
B 6.69878 30.24035 -34.02557
O 8.01633 30.15178 -34.68155
C 8.08167 30.91353 -35.70030
O 9.11778 31.06709 -36.42240
O 6.92515 30.78144 -32.66540
C 6.56142 29.81139 -31.77850
O 6.61927 29.92842 -30.53647
C 5.83612 28.67736 -32.51446
O 5.94045 28.98469 -33.86924
O 5.19972 27.71157 -32.08618
O 4.17056 28.91874 -26.54649
C 4.84897 28.00276 -27.01817
O 4.70780 26.74256 -27.02785
B 5.78804 26.11707 -27.81293
O 6.69150 27.14447 -28.22501
C 6.26324 28.26968 -27.71465
O 6.67202 29.40284 -27.96069
O 5.32710 25.39588 -28.98886
C 5.81062 24.10045 -28.96042
O 5.55093 23.08812 -29.63943
C 6.75927 24.00006 -27.70124
O 6.70716 25.16369 -27.09136
O 7.48841 23.07823 -27.41783
O 13.99316 29.67072 -22.68933
C 13.15246 29.40885 -23.53394
O 12.00749 30.04677 -23.69060
B 11.14235 29.29034 -24.60240
O 12.05352 28.31621 -25.16094
C 13.20354 28.23822 -24.51656
O 14.11420 27.42581 -24.64182
O 10.56071 30.11560 -25.68052
C 9.25837 29.94072 -25.81360
O 8.55550 30.48186 -26.61622
C 8.83059 29.11653 -24.60733
O 9.89378 28.76661 -23.93188
O 7.63571 28.92292 -24.47996
O 11.09014 33.28919 -28.96932
C 11.08229 32.39160 -29.80659
O 11.91392 32.19110 -30.77669
B 11.29563 31.20345 -31.70771
O 10.12586 30.65203 -31.00692
C 9.84851 31.37170 -29.93395
O 8.90229 31.29036 -29.10584
O 10.98172 31.65781 -33.05419
C 11.52572 30.87302 -34.05378
O 11.45087 31.05135 -35.30069
C 12.27287 29.75556 -33.19611
O 12.18180 30.10151 -31.90733
O 12.93604 28.88635 -33.75827
O -0.01067 27.09940 -31.54294
C 0.70034 28.11039 -31.41032
O 1.63420 28.31597 -30.47143
B 1.81833 29.78172 -30.22205
O 0.98386 30.40072 -31.25147
C 0.36864 29.49566 -31.99523
O -0.37490 29.65250 -32.99386
O 3.32011 30.10087 -30.24613
C 3.61373 30.73039 -29.07690
O 4.77740 31.04231 -28.70221
C 2.37047 30.85606 -28.19400
O 1.38586 30.22910 -28.86712
O 2.29427 31.36586 -27.08928
C 11.62713 33.83798 -24.27540
C 10.71153 33.28020 -25.31375
C 9.89311 34.34638 -26.03531
C 8.80308 33.66256 -26.74700
N 7.96963 33.16192 -27.31986
H 12.30612 34.52799 -24.77637
H 12.34774 33.09993 -23.92311
H 11.09883 34.27565 -23.42838
H 10.00398 32.62589 -24.80448
H 11.31137 32.67091 -25.98982
H 10.67908 34.83569 -26.61057
H 9.67718 35.16587 -25.34980
C 1.74506 34.89366 -28.99467
C 1.94890 35.06907 -27.52970
C 3.44296 35.41895 -27.11747
C 4.30769 34.32057 -27.45991
N 5.07341 33.52280 -27.78364
H 0.75792 35.19452 -29.34556
H 2.06813 33.92816 -29.38394
H 2.39002 35.65820 -29.42781
H 1.52450 34.21224 -27.00641
H 1.31313 35.88839 -27.19413
H 3.50088 35.66736 -26.05774
H 3.69168 36.29954 -27.70975
C 3.26205 32.81326 -24.02057
C 3.32461 31.28033 -24.06832
C 4.81691 30.64059 -24.01147
C 5.56328 31.14048 -25.20495
N 6.16015 31.45417 -26.17511
H 3.09400 33.21681 -23.02206
H 2.49121 33.16611 -24.70570
H 4.11555 33.41980 -24.32346
H 2.76923 30.97536 -24.95525
H 2.56951 30.91697 -23.37125
H 4.84189 29.55127 -23.98211
H 5.32580 30.99260 -23.11413
```

As for the net charge: -3. The value obtained for the largest force on an atom is 6.335 eV Å⁻¹. The expectation value of S² is 8.76. The calculation puts the energy above the lowest of the compared OMol25 structures with the same formula, charge and spin at 3.730 eV. As for the HOMO-LUMO gap (spin up / spin down): 7.29 / 4.59 eV. The total energy comes out at -178900.5069 eV. Its spin multiplicity is 6.

---

No. 2
The following is a quantum chemistry calculation of one molecule with the formula C12H20N2 at a distorted geometry, from the Open Molecules 2025 dataset.

The geometry in XYZ format:
```
34
C12H20N2 the ωB97M-V functional and the def2-TZVPD basis
C 4.60480 0.71339 0.31353
C 3.80346 -0.14572 -0.27804
C 3.01994 -1.11183 -0.77939
C 1.49306 -1.15269 -0.64040
N 1.02063 -2.53341 -0.42673
C -0.38614 -2.81767 -0.63600
C -1.26782 -2.07450 0.36398
C -1.77201 -0.67015 -0.06353
C -2.64328 -0.03074 1.02979
N -3.22490 1.27052 0.56343
C -2.36359 2.41760 0.57331
C -1.24339 2.20081 -0.43029
C 0.03091 2.38726 -0.18432
C 1.30810 2.70636 -0.06287
H 4.83854 1.66140 -0.17178
H 5.18727 0.43333 1.16103
H 3.35817 -1.71103 -1.66291
H 1.10662 -0.75690 -1.59730
H 1.11402 -0.45390 0.12713
H 1.59374 -3.15419 -0.94383
H -0.37154 -3.88538 -0.43642
H -0.75649 -2.71687 -1.68256
H -2.17744 -2.68093 0.49400
H -0.75897 -2.10274 1.32758
H -0.90372 -0.00760 -0.20639
H -2.17908 -0.63819 -1.04702
H -3.54648 -0.54423 1.36920
H -2.01886 0.21022 1.95783
H -4.01939 1.53360 1.24881
H -1.87943 2.67865 1.51747
H -3.00955 3.25508 0.36354
H -1.55164 1.79623 -1.34461
H 2.10095 2.15534 0.42771
H 1.49350 3.76890 -0.24393
```

The value obtained for the largest force on an atom is 2.867 eV Å⁻¹. The calculation puts the energy above the lowest of the compared OMol25 structures with the same formula, charge and spin at 5.518 eV. As for the HOMO-LUMO gap: 9.59 eV. The total energy comes out at -15743.6695 eV.

---

No. 3
The following is a quantum chemistry calculation of one molecule with the formula C6H10N2 at a distorted geometry, from the Open Molecules 2025 dataset.

The geometry in XYZ format:
```
18
C6H10N2 the ωB97M-V functional and the def2-TZVPD basis
C -2.52442 0.35796 0.03764
C -1.34406 -0.24313 -0.10571
C -0.94271 -1.65341 -0.29328
C 0.47424 -1.71789 -0.31488
N 0.98548 -0.50692 0.00234
C 2.14042 0.03607 -0.66076
N -0.09580 0.42677 0.02797
C 0.08643 1.46766 0.94703
H -2.41565 1.43479 0.15867
H -3.34463 -0.24335 -0.07823
H -1.64092 -2.42894 -0.42154
H 1.06648 -2.65600 -0.25190
H 2.94121 -0.10400 0.11857
H 2.41483 -0.55255 -1.55900
H 1.76939 0.98701 -1.00998
H 0.24781 2.49579 0.47096
H -0.88109 1.66007 1.50619
H 1.06297 1.24006 1.42589
```

The value obtained for the largest force on an atom is 4.506 eV Å⁻¹. The calculation puts the energy above the lowest of the compared OMol25 structures with the same formula, charge and spin at 3.426 eV. As for the HOMO-LUMO gap: 7.88 eV. The total energy comes out at -9361.0114 eV.

---

No. 4
The following is a quantum chemistry calculation of a 15-piece molecular cluster, C51H97N3O38 overall at a distorted geometry, from the Open Molecules 2025 dataset.

The geometry in XYZ format:
```
189
C51H97N3O38 the ωB97M-V functional and the def2-TZVPD basis
C -7.65750 -2.18007 1.35829
C -6.21932 -2.64623 1.40619
O -5.57311 -2.19279 0.22307
C -4.37037 -2.66041 -0.17269
O -3.79559 -2.34277 -1.16576
O -3.83269 -3.53505 0.72272
C -2.58481 -4.09245 0.36162
H -8.23619 -2.64349 2.15370
H -8.06715 -2.46733 0.38025
H -7.69288 -1.11651 1.59520
H -6.15148 -3.73974 1.40526
H -5.70093 -2.26806 2.28317
H -1.78799 -3.36562 0.40275
H -2.67070 -4.51502 -0.62379
H -2.28979 -4.88076 1.07541
C -1.49211 -2.85972 3.81730
C -0.31344 -2.60821 4.70295
O -0.86156 -2.34574 6.04794
C -1.40398 -3.41790 6.70532
O -1.24879 -4.55626 6.35216
O -1.98992 -2.95965 7.83977
C -2.75811 -3.95095 8.51312
H -2.32120 -2.20257 4.03079
H -1.85152 -3.87505 3.76260
H -1.14309 -2.56424 2.84060
H 0.31292 -1.71772 4.51868
H 0.32038 -3.48983 4.80440
H -3.78875 -3.66068 8.44316
H -2.55687 -3.96191 9.57895
H -2.53061 -4.96367 8.16442
C 1.52180 0.10180 2.95870
C 1.67411 -0.87168 1.75844
O 0.75724 -0.41547 0.78780
C 0.61779 -1.11270 -0.37059
O 1.23199 -2.08402 -0.72203
O -0.33858 -0.49718 -1.05592
C -0.70403 -1.14501 -2.27830
H 1.86750 1.12922 2.81058
H 2.01825 -0.40453 3.80028
H 0.46343 0.20415 3.21878
H 1.42555 -1.90394 2.05851
H 2.67134 -0.88258 1.24306
H 0.17105 -1.25934 -2.92861
H -1.48825 -0.54886 -2.76247
H -1.00960 -2.16159 -2.05185
C 4.97312 2.94371 5.05969
C 3.62985 3.67737 5.22839
O 2.56199 3.21993 4.34429
C 1.53570 4.05233 4.09991
O 1.30681 5.08356 4.65841
O 0.73074 3.48043 3.19368
C -0.56913 4.07492 3.02288
H 5.38227 3.21207 4.11030
H 4.68885 1.92472 5.26454
H 5.65015 3.27324 5.86294
H 3.63954 4.72854 5.06338
H 3.28835 3.47921 6.24555
H -0.87064 4.00872 1.99001
H -0.47203 5.16644 3.24162
H -1.23487 3.54980 3.70207
C 1.63602 6.84583 -3.81918
C 0.83922 5.82551 -4.57698
O 0.94972 4.55418 -3.86598
C 0.10664 3.57030 -4.32256
O -0.72993 3.68295 -5.17100
O 0.26580 2.48128 -3.64257
C 1.35581 2.27402 -2.70969
H 1.50670 7.81566 -4.29528
H 2.66004 6.49901 -3.76125
H 1.19683 7.05141 -2.83173
H 1.15560 5.61056 -5.57998
H -0.22502 6.03184 -4.71030
H 1.28074 1.28487 -2.29096
H 1.26383 3.00811 -1.91516
H 2.30977 2.44093 -3.17431
C 3.30797 -5.58667 1.79497
C 2.81627 -4.18803 1.48680
O 4.01044 -3.28416 1.52113
C 4.16546 -2.55463 2.70721
O 3.46701 -2.59332 3.68583
O 5.29496 -1.82077 2.54642
C 5.63924 -1.05915 3.72024
H 4.29834 -5.74514 1.40228
H 2.66955 -6.26639 1.23965
H 3.35465 -5.80974 2.86488
H 2.11633 -3.77693 2.19750
H 2.45828 -3.99347 0.47917
H 6.56001 -0.56114 3.49177
H 5.83732 -1.75241 4.53673
H 4.81398 -0.37756 3.91247
C -5.85716 4.48130 8.12833
C -4.50963 4.33755 7.45240
O -4.19376 2.96251 7.10602
C -3.36883 2.68327 6.05336
O -3.02343 3.45253 5.22085
O -3.01759 1.38158 6.12245
C -2.09276 0.96494 5.07985
H -5.90051 4.20930 9.17081
H -6.56941 3.86970 7.58544
H -6.07393 5.54239 8.06329
H -3.70752 4.74751 8.04601
H -4.50688 4.91259 6.52791
H -1.17828 1.57592 5.13856
H -2.56457 1.01928 4.11595
H -1.81766 -0.07368 5.27510
C 2.60063 -0.28619 -10.77756
C 2.13506 0.47154 -9.55661
O 2.78768 -0.12003 -8.42587
C 2.18033 0.15220 -7.24453
O 1.20675 0.86051 -7.10869
O 2.80921 -0.55708 -6.27319
C 2.19988 -0.38428 -5.01141
H 3.69708 -0.27482 -10.85111
H 2.27303 0.24297 -11.67248
H 2.05399 -1.19767 -10.87693
H 1.09269 0.36973 -9.35096
H 2.40481 1.53330 -9.55510
H 1.20773 -0.81636 -5.00817
H 2.12988 0.63093 -4.66175
H 2.89544 -0.90158 -4.31590
C 1.80695 -0.98014 7.00306
N 2.15717 0.40913 6.70015
O 3.11839 0.91771 7.24693
O 1.47114 0.97322 5.82820
H 2.06449 -1.49782 6.10141
H 0.73530 -0.95037 7.13340
H 2.30202 -1.28122 7.90011
C -3.67273 1.13819 -0.40583
N -4.19054 1.41962 0.95041
O -5.37186 1.14515 1.12708
O -3.37684 1.92989 1.73008
H -3.47599 2.11318 -0.78359
H -4.44678 0.50189 -0.90078
H -2.72526 0.64229 -0.21956
C 4.98387 -0.99219 -0.75589
N 4.31844 0.23442 -1.42612
O 4.49979 0.29301 -2.63491
O 3.62410 1.02499 -0.76215
H 6.01014 -0.64370 -0.64461
H 4.89624 -1.87415 -1.37273
H 4.47342 -1.12692 0.20699
O 3.97356 4.46073 -2.12284
C 3.92314 4.91924 -0.98711
O 4.60748 6.01847 -0.64900
C 4.27298 6.26552 0.75054
C 3.98167 4.93847 1.34959
C 3.26008 4.28541 0.16796
H 3.49708 6.98989 0.74399
H 5.08625 6.82651 1.20436
H 3.30507 4.92469 2.20070
H 4.84026 4.31008 1.54292
H 2.18912 4.51350 0.24162
H 3.40216 3.21242 0.15940
O -1.55232 -1.52478 -8.47267
C -1.66774 -0.54272 -7.76273
O -1.47650 -0.62584 -6.44100
C -1.64870 0.73096 -5.88701
C -2.40394 1.50072 -6.95095
C -1.99042 0.88215 -8.22755
H -0.66336 1.13380 -5.62692
H -2.23237 0.61027 -4.98974
H -2.11903 2.53723 -6.87730
H -3.48552 1.41857 -6.81913
H -1.09539 1.31321 -8.68042
H -2.74799 0.76103 -8.98732
O -4.40598 0.16981 -4.54837
C -4.68610 -0.96105 -4.93076
O -5.89877 -1.21116 -5.42764
C -6.01335 -2.61975 -5.72801
C -4.56953 -3.11797 -5.94125
C -3.85701 -2.23292 -4.89441
H -6.56681 -2.60684 -6.64473
H -6.41492 -3.13481 -4.90956
H -4.09595 -2.98500 -6.92708
H -4.41475 -4.19506 -5.79728
H -2.79342 -2.07531 -5.11316
H -3.95042 -2.56697 -3.86655
O -1.02208 -4.74385 -2.68699
C 0.20993 -4.75223 -2.56925
O 1.01119 -4.06037 -3.36491
C 2.39470 -4.38870 -3.01469
C 2.35292 -5.72955 -2.27376
C 1.03142 -5.64657 -1.62903
H 2.68796 -3.56793 -2.35538
H 2.88261 -4.24560 -3.98042
H 3.18224 -5.86138 -1.59190
H 2.46393 -6.61716 -2.89775
H 0.98428 -5.16708 -0.65817
H 0.49389 -6.57789 -1.54789
```

The value obtained for the largest force on an atom is 3.810 eV Å⁻¹. As for the HOMO-LUMO gap: 9.19 eV. The total energy comes out at -136727.8981 eV.